Record 1
12 unconnected molecules or ions with the total composition C5H30N2O11 at a distorted geometry. Source: the Open Molecules 2025 dataset; level of theory: ωB97M-V/def2-TZVPD.

```
48
C5H30N2O11, DFT ωB97M-V/def2-TZVPD
C 1.37 0.52 -0.47
C 0.72 -0.17 0.77
C -0.74 0.37 0.90
C -1.68 0.84 1.91
N -2.93 0.85 1.43
C -2.91 0.46 0.16
N -1.59 0.07 -0.16
H 0.96 1.39 -1.02
H 1.50 -0.22 -1.28
H 2.42 0.87 -0.07
H 0.75 -1.33 0.81
H 1.29 0.00 1.73
H -1.62 1.16 2.85
H -3.79 0.23 -0.52
H -1.14 -0.22 -1.16
H 3.51 -1.48 0.78
H 4.31 -2.30 -0.33
O 3.54 -1.70 -0.15
H 2.04 2.29 1.80
H 2.32 3.81 1.37
O 1.64 3.07 1.41
H -1.35 1.56 -2.70
H -1.75 2.14 -4.14
O -1.61 1.30 -3.66
H -0.34 0.16 4.43
H 0.22 1.47 4.58
O 0.51 0.57 4.73
H 2.14 -1.48 3.22
H 1.79 -2.45 1.95
O 2.41 -1.68 2.19
H -1.71 -1.37 -3.00
H -1.06 -2.74 -2.87
O -1.38 -1.96 -2.36
H -0.12 -4.13 1.69
H -0.35 -3.35 2.97
O 0.27 -3.71 2.34
H -2.27 -3.12 0.40
H -1.25 -3.43 -0.73
O -1.71 -3.75 -0.06
H 0.46 -1.71 -4.55
H -0.35 -0.61 -4.32
O -0.38 -1.44 -4.81
H 0.68 3.48 -2.72
H -0.35 3.59 -1.65
O -0.24 3.55 -2.62
H -1.28 4.11 0.51
H -0.26 2.86 0.46
O -0.67 3.66 -0.06
```

Results
- largest force on an atom (eV/A) = 7.57
- charge = 0
- structure (SMILES) = CCc1cnc[nH]1.O.O.O.O.O.O.O.O.O.O.O
- E_LUMO (Ha) = 0.0030

Mulliken population analysis, charges in e, atoms 1 to 2: -0.919 0.522

Record 2
10 unconnected molecules or ions with the total composition C5H30NO11 at a distorted geometry. Source: the Open Molecules 2025 dataset; level of theory: ωB97M-V/def2-TZVPD.

```
47
C5H30NO11, DFT ωB97M-V/def2-TZVPD
C 0.82 0.23 -0.71
O 1.90 -0.52 -1.29
C 1.72 1.27 0.18
C 2.01 0.52 1.59
C 3.01 -0.52 1.24
C 2.67 -2.09 1.55
O 2.36 -2.75 0.32
N 0.91 2.45 0.08
H 0.35 -0.39 0.12
H 0.11 0.61 -1.53
H 1.82 -1.52 -1.23
H 2.70 1.57 -0.34
H 2.51 1.34 2.27
H 1.04 0.21 2.10
H 3.98 -0.39 1.75
H 3.30 -0.57 0.13
H 3.63 -2.45 2.05
H 1.67 -2.20 2.09
H 0.28 2.46 0.85
H 0.45 2.46 -0.80
H -2.23 0.63 0.96
H -0.73 2.82 2.53
O -0.86 2.14 1.92
H -3.77 0.40 1.14
H -1.14 0.78 2.43
O -3.01 0.34 0.42
H 1.59 -0.35 -2.90
H 1.91 -0.34 -4.55
O 1.56 -0.65 -3.80
H -2.81 2.41 -0.93
H -1.77 3.59 -1.33
O -2.63 3.19 -1.58
H -3.76 -1.42 -1.87
H -3.04 -0.40 -0.94
O -2.85 -1.23 -1.51
H -0.46 -0.13 3.66
H 3.15 -3.11 -0.05
O -1.18 -0.09 2.99
H -2.97 3.67 1.09
H -2.17 2.46 1.40
O -2.98 2.73 0.75
H -2.09 -3.63 0.05
H -2.24 -2.80 -1.17
O -2.49 -3.71 -0.84
H -0.29 -2.00 -2.08
H -0.11 -2.39 -3.56
O 0.10 -2.63 -2.65
```

Results
- largest force on an atom (eV/A) = 4.82
- charge = 0
- E_LUMO (alpha / beta) (Ha) = 0.0008 / -0.1604
- multiplicity = 2

Mulliken population analysis, charges in e, atoms 1 to 2: -0.612 -0.819

Looking at molar mass for the records above, in order, we have 294.30; 280.29 g mol⁻¹.
Looking at energy relative to the best compared isomer or geometry (same formula, charge and spin) for the records above, in order, we have 97.7; 115.7 kcal/mol.